No. 1
ORCA calculation (ωB97M-V with the def2-TZVPD basis set) on a structure of composition C19H26EuF12NO2.

Calculated values
charge: +2
expectation value of S²: 20.013
HOMO-LUMO gap (alpha / beta): 3.3 / 4.4 eV
LUMO (alpha / beta): -9.701 / -9.472 eV
multiplicity: 9

```
61
Properties=species:S:1:pos:R:3:forces:R:3:lowdin_charge:R:1
C -0.60708 2.52180 0.87130 0.555 -0.006 -0.385 -0.05
C 0.48170 1.89680 -0.17125 -2.254 1.428 -1.692 -0.41
C 0.16329 2.68835 -1.56789 -0.983 -0.471 0.534 -0.05
C 0.19080 0.35212 -0.49438 -0.340 0.103 0.305 -0.06
C 0.96820 -0.71992 0.41721 0.727 0.081 0.145 -0.33
C 1.29288 -2.05261 -0.41754 0.700 -0.899 0.409 -0.10
C 2.09587 -1.82135 -1.77674 0.204 1.053 -0.170 -0.17
O 1.35219 -2.36784 -2.91603 1.200 0.489 -0.174 -0.17
C 1.79620 -1.77930 -4.15505 0.301 0.708 0.472 -0.07
C 0.65071 -0.70681 -4.60358 -0.151 -0.789 0.242 -0.34
F 0.22606 -0.98966 -5.92646 0.821 1.420 3.065 0.07
F -0.47797 -0.87032 -3.74111 1.990 0.835 -2.164 0.03
F 1.08183 0.63983 -4.44051 -1.270 -2.868 -0.826 0.05
C 0.06885 -0.95207 1.73484 -0.148 -0.180 0.264 -0.12
C -0.72412 -2.33776 1.81419 -0.543 0.380 0.914 -0.06
C -2.10777 -2.36386 1.00795 1.160 -2.817 0.281 -0.27
F -2.55200 -3.73618 1.06038 0.638 2.947 -0.417 0.05
F -1.99659 -2.05340 -0.37122 -0.616 -0.055 2.653 0.06
C -3.30063 -1.52982 1.74718 -0.791 -1.308 1.147 -0.19
F -4.22605 -2.46701 2.31320 1.900 2.505 -1.422 0.10
F -2.84767 -0.74809 2.83057 -1.096 -1.213 -2.806 0.10
C -4.18635 -0.67669 0.68901 -0.874 -0.352 -0.635 -0.16
F -4.77214 -1.50806 -0.31247 1.801 2.381 2.460 0.12
F -3.39567 0.36877 0.04758 -1.942 -1.627 0.834 -0.02
C -5.43673 0.09103 1.37479 -1.399 -1.083 2.299 -0.26
F -6.03034 0.91780 0.29835 0.279 -0.807 1.326 -0.15
F -5.07822 0.98748 2.37826 -1.155 -2.544 -2.926 0.17
F -6.47690 -0.78263 1.74987 3.546 3.096 -1.076 0.18
C 2.41505 -0.19750 0.96551 -0.069 0.595 -0.343 -0.06
C 2.49862 1.38618 1.21550 3.102 -0.101 2.101 -0.41
C 4.09804 1.73388 1.16608 -0.232 0.269 0.105 -0.05
C 2.06878 1.82149 2.73066 -0.944 1.039 -0.946 -0.03
N 1.88933 2.23610 0.15633 0.193 -2.122 -1.169 -0.12
O 2.63190 2.29836 -0.93128 -0.938 0.210 1.379 -0.01
H -0.52075 3.67360 0.86420 0.035 -1.876 0.328 0.11
H -1.64648 2.27909 0.45511 1.256 0.154 0.483 0.03
H -0.53777 2.07158 1.91406 -0.055 0.869 -1.297 0.07
H 0.43565 3.79227 -1.51249 -0.143 -1.558 -0.120 0.10
H 0.59118 2.15950 -2.47880 -0.346 0.956 1.320 0.07
H -0.99276 2.62992 -1.67010 1.494 0.103 0.020 0.06
H 0.32014 0.21759 -1.62077 0.132 -0.085 1.670 0.10
H -0.93954 0.19570 -0.29661 1.788 0.217 -0.445 0.10
H 1.97625 -2.69402 0.26272 -1.147 0.906 -0.989 0.14
H 0.39070 -2.70662 -0.65348 1.037 1.065 0.204 0.12
H 3.16706 -2.24915 -1.77677 -1.708 0.426 0.187 0.15
H 2.20273 -0.69603 -1.98502 -0.019 -1.410 0.560 0.12
H 2.80221 -1.24185 -3.97176 -1.691 -0.538 -0.574 0.15
H 1.98067 -2.55144 -4.97115 -0.711 0.958 1.114 0.15
H 0.69662 -0.88647 2.70243 -0.912 -0.253 -1.695 0.12
H -0.67431 -0.07736 1.80785 1.012 -1.374 -0.016 0.10
H -1.02386 -2.47017 2.92507 0.254 0.145 -1.806 0.15
H -0.08619 -3.27373 1.59291 -1.217 1.622 -0.136 0.15
H 2.69967 -0.69688 1.96896 -0.658 0.661 -1.634 0.15
H 3.27716 -0.45990 0.25200 -1.524 0.345 0.771 0.12
H 4.62571 1.22963 0.29113 -0.843 0.896 1.076 0.09
H 4.60677 1.37436 2.12023 -0.805 0.412 -1.207 0.09
H 4.21369 2.87904 1.09914 -0.060 -1.844 0.068 0.11
H 1.55527 2.85643 2.66275 0.866 -1.562 0.172 0.09
H 1.29881 1.12242 3.19398 1.206 0.816 -0.461 0.06
H 2.98780 1.97415 3.38713 -1.377 -0.553 -0.881 0.09
Eu -5.16044 2.26924 -1.30596 0.761 0.209 -0.495 1.94
```
Forces are in eV/Å.

No. 2
ORCA calculation (ωB97M-V with the def2-TZVPD basis set) on a cluster of 7 separate species, C19H26F6N4O19P in total.

Calculated values
charge: +1
HOMO-LUMO gap: 6.7 eV
LUMO: -5.228 eV

```
75
Properties=species:S:1:pos:R:3:forces:R:3:lowdin_charge:R:1
N -0.33792 -2.32060 1.59117 -1.610 -3.004 -1.220 0.11
C -1.08850 -3.32682 0.70761 -0.293 1.879 -0.531 -0.24
N -0.87104 -4.66525 0.98603 0.255 0.479 -0.732 0.10
N -2.00101 -2.84249 -0.43358 3.603 -2.261 4.886 -0.10
P -3.49386 -2.20388 0.30332 -2.345 1.794 -0.391 0.94
N -4.02176 -3.43066 1.48772 0.687 1.285 0.621 -0.18
O -3.01015 -0.70410 1.10625 1.796 -2.810 -1.369 -0.32
H -0.96944 -1.91720 2.32342 0.256 0.155 -1.137 0.11
H 0.36415 -2.89013 2.14933 -1.256 0.615 -0.943 0.12
H 0.05226 -5.09068 0.71683 -1.454 0.315 0.733 0.14
H -1.60363 -5.19488 1.52419 0.975 0.661 -1.293 0.14
H -2.24256 -3.65100 -1.07633 0.369 0.857 1.123 0.10
H -4.70977 -4.11191 1.09339 0.693 1.209 0.303 0.05
H -4.33625 -3.01608 2.39351 0.299 -0.707 -0.985 0.06
H -2.16966 -0.42491 0.59887 -1.727 -0.326 1.098 0.08
C 2.25297 0.20922 0.86788 -0.807 -0.554 -0.712 -0.08
C 2.32131 1.08328 2.07331 -0.585 0.154 0.092 -0.35
O 3.66836 0.98403 2.47639 0.209 -0.004 -0.923 0.14
C 4.36493 0.74616 1.32970 3.358 0.242 -0.256 -0.49
O 5.57378 0.87096 1.22487 -2.993 -0.356 0.209 0.15
O 3.54232 0.35773 0.30799 0.657 0.359 0.518 0.07
F 1.54282 0.59742 3.06606 -0.386 -0.176 0.514 0.07
H 2.08468 -0.84384 1.11716 0.002 0.125 0.150 0.13
H 1.48053 0.53089 0.16414 0.261 -0.035 -0.006 0.13
H 2.07055 2.13211 1.88201 -0.056 -0.686 0.172 0.13
C 3.99153 4.22267 5.58732 0.216 -0.520 1.240 -0.06
C 3.94598 5.58465 4.98346 0.655 0.780 0.301 -0.33
O 3.90960 5.32963 3.59763 -0.786 -0.847 -0.067 0.15
C 3.29007 4.12218 3.47548 -0.795 -1.182 -1.874 -0.46
O 2.82959 3.69174 2.43119 1.244 1.778 2.363 0.12
O 3.24050 3.45468 4.66857 -0.271 0.497 -1.405 0.09
F 5.07614 6.27295 5.26028 -0.064 0.208 0.008 0.09
H 5.00840 3.82093 5.65020 -0.037 0.266 -0.092 0.16
H 3.54078 4.19388 6.58300 -0.061 -0.116 -0.261 0.15
H 3.06967 6.17466 5.27239 0.189 0.092 -0.042 0.18
C 2.12282 3.31230 -3.06855 0.469 1.287 -0.145 -0.07
C 2.00982 2.40041 -1.89492 -0.066 0.202 0.375 -0.34
O 1.44776 1.22872 -2.44091 0.466 -0.021 -0.375 0.12
C 1.87242 1.20170 -3.73536 0.070 -2.179 -2.590 -0.50
O 1.82445 0.21503 -4.45094 -0.002 2.320 1.792 0.14
O 2.36642 2.41405 -4.13240 -0.376 -1.343 0.297 0.09
F 1.14967 2.89827 -0.97844 -0.226 0.001 0.558 0.08
H 1.19861 3.86590 -3.26544 0.013 -0.124 0.232 0.16
H 2.94380 4.02657 -2.96276 -0.158 -0.202 -0.235 0.12
H 2.96648 2.16216 -1.41789 -0.177 0.022 0.115 0.17
C -8.38541 -3.66124 -0.26088 -0.884 -0.835 0.749 -0.07
C -8.59866 -2.48964 -1.15731 -0.801 0.828 0.134 -0.32
O -7.29421 -2.00537 -1.38262 0.692 -1.112 -0.145 0.15
C -6.48786 -3.09927 -1.28336 2.248 -0.034 -0.912 -0.53
O -5.33564 -3.13860 -1.68174 -2.506 -0.249 0.781 0.05
O -7.13054 -4.15077 -0.68940 0.949 0.659 -0.568 0.06
F -9.30850 -1.52522 -0.52986 -0.066 0.033 -0.149 0.09
H -8.32376 -3.38043 0.79587 -0.094 0.210 -0.187 0.15
H -9.16307 -4.42091 -0.37718 0.289 0.018 -0.041 0.15
H -9.07010 -2.73678 -2.11448 -0.024 0.182 0.105 0.18
C -2.62104 -6.53540 -3.21154 -0.659 0.961 -0.912 -0.07
C -2.85683 -7.98372 -2.94988 -0.276 -0.808 -0.797 -0.33
O -1.70488 -8.38254 -2.24217 0.082 1.086 0.781 0.16
C -1.29055 -7.26548 -1.58097 2.017 -0.226 1.985 -0.50
O -0.49512 -7.27302 -0.65626 -1.729 0.221 -1.999 0.13
O -1.88134 -6.13506 -2.07553 0.513 -0.571 0.804 0.04
F -2.90827 -8.68073 -4.10712 -0.148 -0.075 0.112 0.09
H -2.02494 -6.35936 -4.11324 -0.085 -0.271 0.065 0.16
H -3.55342 -5.97001 -3.29148 0.206 0.008 0.172 0.15
H -3.74856 -8.19193 -2.34907 0.058 -0.139 -0.150 0.18
C 4.79281 6.72738 -0.55213 0.190 -0.544 1.270 -0.07
C 4.74726 8.08936 -1.15599 0.608 0.744 0.098 -0.33
O 4.71088 7.83434 -2.54182 -0.744 -0.790 0.156 0.15
C 4.09135 6.62689 -2.66396 -0.969 -1.095 -2.623 -0.49
O 3.63087 6.19644 -3.70825 1.076 0.873 2.494 0.14
O 4.04178 5.95939 -1.47087 -0.226 0.340 -1.043 0.06
F 5.87742 8.77766 -0.87917 -0.027 0.223 0.055 0.09
H 5.80968 6.32564 -0.48924 -0.029 0.277 -0.083 0.15
H 4.34206 6.69859 0.44356 -0.060 -0.136 -0.237 0.14
H 3.87095 8.67937 -0.86706 0.188 0.095 -0.029 0.18
```
Forces are in eV/Å.

No. 3
ORCA calculation (ωB97M-V with the def2-TZVPD basis set) on the molecule C19H26FN3O4S2.

Calculated values
charge: 0
energy above the lowest of the compared OMol25 structures with the same formula, charge and spin: 20.1 kJ/mol
HOMO-LUMO gap: 8.8 eV
LUMO: 0.398 eV

```
55
Properties=species:S:1:pos:R:3:forces:R:3:lowdin_charge:R:1
C 2.27276 -4.86025 -0.86770 0.154 0.071 -0.227 -0.09
C 3.14123 -3.98873 -1.76847 -0.165 0.125 0.236 -0.20
C 3.02542 -2.49711 -1.42360 0.702 -0.200 0.002 -0.29
C 3.96717 -1.61697 -2.26437 -0.068 -0.145 -0.032 -0.14
C 3.51448 -1.48559 -3.71432 -0.016 0.240 0.119 -0.19
C 2.08240 -0.96487 -3.74819 0.055 -0.306 0.024 -0.16
C 1.18630 -1.89448 -2.93702 -0.272 0.243 -0.483 -0.18
N 1.65974 -2.01040 -1.57213 0.025 -0.022 0.460 -0.08
C 0.92112 -1.54572 -0.55169 -0.575 0.124 -0.072 -0.75
S -0.48540 -0.69974 -0.74878 -0.483 0.154 -0.209 0.76
N 1.36786 -1.87850 0.72530 0.533 -0.712 -0.368 0.10
C 1.15008 -1.21211 1.91023 -0.144 0.298 0.026 -0.43
O 1.34598 -1.76883 2.96307 -0.098 -0.055 0.124 0.12
C 0.75361 0.21904 1.78354 0.067 0.430 0.420 -0.21
C 1.55059 1.11411 1.07481 -0.195 -0.124 0.258 -0.04
C 1.18699 2.44349 0.96855 -0.210 0.135 0.107 0.02
C 0.00883 2.86567 1.56359 0.323 0.096 -0.257 -0.25
F -0.36971 4.14236 1.42185 0.133 -0.111 0.009 0.09
C -0.77927 1.99138 2.28954 -0.655 0.226 0.260 -0.18
S -2.33596 2.55878 2.98744 0.515 -0.141 -0.472 0.69
O -2.10978 3.70330 3.81324 0.023 0.257 -0.172 -0.26
O -2.97801 1.41567 3.57196 0.057 -0.129 -0.206 -0.27
N -3.07231 3.05185 1.57280 0.502 -0.172 0.861 -0.24
C -3.88835 4.24738 1.64964 -0.393 0.358 0.325 -0.16
C -5.29048 3.90012 2.15414 0.189 0.245 -0.019 -0.18
O -5.88632 2.90869 1.34520 -0.097 0.072 -0.154 -0.13
C -5.12020 1.72203 1.33996 0.195 -0.231 -0.076 -0.18
C -3.70283 1.98415 0.82182 -0.413 -0.461 -0.117 -0.16
C -0.39719 0.67225 2.41777 0.246 -0.155 0.037 0.00
H 2.60033 -4.79592 0.16882 0.006 -0.025 0.146 0.07
H 2.34413 -5.90097 -1.17325 -0.056 -0.104 0.059 0.08
H 1.22779 -4.56217 -0.92925 -0.135 -0.011 0.028 0.08
H 2.86363 -4.15787 -2.80833 0.084 -0.009 -0.076 0.10
H 4.18689 -4.27950 -1.65576 0.043 0.032 -0.085 0.12
H 3.32361 -2.37096 -0.37802 -0.092 -0.023 -0.180 0.14
H 4.97378 -2.03396 -2.21419 0.041 0.014 0.071 0.12
H 3.99446 -0.62059 -1.81641 0.046 0.027 0.046 0.12
H 4.17936 -0.80048 -4.24207 0.045 -0.063 -0.051 0.11
H 3.56899 -2.45280 -4.21646 0.026 -0.040 -0.083 0.11
H 1.71337 -0.91231 -4.77228 -0.055 0.042 -0.021 0.12
H 2.04048 0.03751 -3.31825 -0.054 0.074 0.006 0.12
H 0.16465 -1.51485 -2.90651 0.177 -0.168 -0.008 0.05
H 1.17726 -2.89015 -3.38994 0.000 -0.020 0.001 0.13
H 1.71635 -2.82362 0.85481 0.039 0.216 0.040 0.14
H 2.45762 0.76844 0.60059 0.073 -0.032 -0.079 0.12
H 1.79000 3.14950 0.41986 0.024 0.098 -0.032 0.12
H -3.38751 4.93613 2.32843 -0.139 0.163 -0.112 0.12
H -3.94012 4.68252 0.64696 0.030 -0.030 0.066 0.13
H -5.95161 4.76709 2.10812 0.082 -0.014 0.089 0.13
H -5.21569 3.54446 3.19330 -0.063 0.066 -0.048 0.13
H -5.64840 1.02285 0.68977 0.084 -0.024 0.057 0.13
H -5.05381 1.30946 2.35613 -0.072 0.007 -0.147 0.12
H -3.08699 1.08995 0.91944 -0.060 -0.120 -0.193 0.12
H -3.73337 2.28870 -0.22915 0.045 -0.047 0.067 0.14
H -1.02398 0.00256 2.98548 -0.053 -0.121 0.034 0.13
```
Forces are in eV/Å.